DFT (the ωB97M-V functional and the def2-TZVPD basis) results for 9 unconnected molecules or ions with the total composition C6H32NO9 in a non-equilibrium geometry.

Summary:
lowest unoccupied orbital energy = -0.1390 hartree
net charge = +1

Last column: Mulliken charge in e.
Atoms and positions in Å:
O  11.66  -28.77  -12.35  -0.3970
H  10.73  -28.55  -12.21  0.3986
H  11.87  -28.57  -13.28  0.4309
H  12.29  -28.30  -11.66  0.4985
O  11.03  -26.14  -9.63  -0.3530
H  11.30  -25.19  -9.27  0.4801
H  10.90  -26.73  -8.84  0.4537
H  11.79  -26.52  -10.17  0.3422
C  14.93  -28.73  -9.31  -1.3416
C  13.92  -27.61  -9.47  0.2188
O  13.13  -27.67  -10.61  -0.8581
H  15.38  -28.65  -8.32  0.3799
H  15.66  -28.61  -10.11  0.3190
H  14.43  -29.70  -9.39  0.2882
H  14.33  -26.60  -9.29  0.0062
H  13.24  -27.59  -8.59  0.1012
C  14.23  -23.63  -8.80  -1.4613
C  13.18  -23.96  -7.75  0.5678
C  13.26  -22.99  -6.59  -0.9089
O  12.05  -23.03  -5.87  -0.3240
C  11.98  -22.09  -4.82  -0.8328
N  11.82  -23.93  -8.42  -0.5765
H  14.02  -24.26  -9.67  0.3055
H  15.20  -23.97  -8.43  0.4167
H  14.20  -22.62  -9.21  0.4337
H  13.30  -25.01  -7.49  0.1578
H  13.56  -21.99  -6.92  0.3963
H  14.07  -23.23  -5.89  0.4682
H  12.95  -21.81  -4.38  0.3401
H  11.33  -22.45  -4.03  0.2352
H  11.66  -21.12  -5.23  0.3252
H  11.79  -22.99  -8.80  0.2747
H  11.23  -23.80  -7.57  0.3307
O  14.14  -25.34  -12.27  -0.6674
H  14.31  -26.12  -11.73  0.3401
H  13.21  -25.16  -12.12  0.2895
O  11.15  -25.13  -12.43  -0.5479
H  10.70  -24.29  -12.59  0.2867
H  10.43  -25.76  -12.30  0.2472
O  8.44  -24.29  -9.98  -0.6092
H  8.73  -25.09  -10.44  0.2526
H  8.67  -23.57  -10.58  0.3258
O  10.30  -27.01  -7.22  -0.5586
H  10.45  -26.53  -6.40  0.2678
H  9.85  -27.82  -6.95  0.2577
O  9.20  -23.71  -7.26  -0.6067
H  8.69  -24.51  -7.12  0.2751
H  9.17  -23.57  -8.22  0.3315